Entry 1:
# C48H47BClInN10OP

A molecular structure, C48H47BClInN10OP (ωB97M-V with the def2-TZVPD basis set, the OMol25 dataset).

The geometry in XYZ format:
```
110
Properties=species:S:1:pos:R:3:mulliken_charge:R:1
H -0.677 0.682 3.496 -0.094
C 3.685 -0.327 3.926 0.389
H -4.365 0.278 -1.372 0.293
C 2.299 2.649 5.826 -0.937
C 1.614 3.779 5.435 -0.864
H 3.896 0.571 6.039 0.372
C -0.337 0.194 -4.054 -0.314
N 1.997 -1.037 -1.492 0.542
C 2.313 1.489 4.976 0.325
H -4.268 -2.595 1.111 0.458
Cl -2.977 -6.703 3.265 -0.228
C -3.748 -4.394 2.054 -0.512
H -4.714 -4.879 1.869 0.431
C -0.252 -3.811 -0.754 -0.897
H -0.975 4.178 0.152 0.236
C 0.027 0.918 4.301 -1.021
C 3.325 0.543 5.107 -1.512
C -0.167 2.309 -5.212 -0.764
C -2.747 -5.088 2.747 0.141
H 3.958 1.627 2.906 0.632
H -4.647 -3.674 -5.744 0.389
C 3.492 -1.741 -3.443 -1.530
H 4.922 -1.306 0.182 0.216
C -1.196 -3.172 2.595 0.349
H 1.750 -4.015 -2.847 0.541
H 0.787 -3.057 3.537 0.198
C -1.526 -4.488 3.038 -1.121
H -1.806 3.653 -4.875 0.405
H 4.696 -0.718 4.040 0.820
C -1.448 0.658 -3.333 0.507
H -1.165 2.491 2.226 0.860
H 5.601 0.347 0.183 0.308
H 5.801 -0.661 1.648 0.403
O -1.980 -1.352 1.209 0.185
H -3.265 3.105 3.423 0.558
H 0.105 -0.003 4.910 0.353
N 1.598 0.933 1.245 -0.354
N 0.484 1.904 -1.037 1.170
H 3.663 2.246 -3.662 0.195
C -3.325 1.146 0.108 -0.296
C 0.208 3.173 -1.269 0.431
C 1.651 -0.869 2.896 -0.462
C 1.655 -3.107 -2.268 -1.341
H 4.485 -1.686 -2.931 0.241
H -0.437 1.668 4.959 0.456
In -0.252 -0.052 0.485 2.160
H -1.198 4.683 -1.568 0.480
C -4.171 -3.068 -4.983 -0.620
N 1.784 1.662 -1.554 0.272
H -0.034 -0.856 -3.925 0.273
C 3.557 2.993 -2.834 -1.514
H 3.644 0.430 -1.694 -0.073
H 1.368 4.840 -2.230 0.518
C 1.347 1.455 3.782 2.270
H 4.377 2.833 -2.106 0.239
N 0.505 -1.420 2.346 1.053
C -1.041 3.820 -0.892 -1.093
H -1.867 3.087 -0.987 -0.034
B 2.602 0.390 -1.102 -1.622
H -0.013 -4.169 0.262 0.219
C 2.231 2.810 -2.146 0.847
H 1.320 0.762 -5.335 0.465
H 2.913 2.670 6.732 0.416
H 1.541 4.612 6.114 0.452
C 0.760 -2.853 -1.218 0.143
H 3.607 4.007 -3.246 0.443
C -4.702 -1.850 -4.635 -0.972
N -2.157 1.323 0.767 0.740
C -4.549 2.271 1.896 -0.895
C -4.547 1.602 0.667 -0.925
C -3.484 -3.117 1.629 -0.911
H -2.639 -4.519 -4.582 0.465
H -0.841 -5.119 3.610 0.444
H -2.824 2.305 -3.073 0.197
C 2.406 -1.950 -2.451 0.853
C 1.965 0.628 2.617 -0.206
H 0.640 4.707 3.688 0.404
C -3.020 -3.537 -4.335 -0.728
C 2.656 -1.405 3.659 -1.575
N 0.966 -1.614 -0.747 0.346
H -1.262 -3.366 -0.710 0.051
H -5.493 1.483 0.110 0.485
C -2.374 -2.771 -3.403 -0.041
C -4.078 -1.078 -3.674 -0.719
N -3.381 0.513 -1.135 0.454
P -2.103 -0.346 -1.952 0.661
H 3.340 -0.777 -3.964 0.197
H -5.621 -1.502 -5.089 0.426
C 5.107 -0.422 0.817 -1.595
C -2.930 -1.534 -3.044 1.358
H -1.401 -3.088 -3.000 0.123
C -2.200 -2.497 1.811 0.107
C -1.349 2.701 -4.595 -0.547
H 3.506 -2.587 -4.157 0.421
C 3.535 0.620 2.719 0.039
H -4.485 -0.094 -3.405 0.269
C 1.273 3.796 -1.970 -1.824
H -5.474 2.586 2.362 0.447
C 3.808 0.178 1.304 -0.240
C -3.317 2.561 2.496 -1.024
C 1.089 3.784 4.099 -0.222
H 0.333 2.999 -5.892 0.411
N 2.765 0.446 0.482 1.009
N 1.068 2.796 3.264 -0.551
C -2.138 2.138 1.866 -0.878
H 2.702 -2.433 4.010 0.563
C 0.070 -2.583 2.863 -0.506
C 0.367 1.057 -4.894 -0.560
C -1.967 1.910 -3.640 -0.453
H -0.231 -4.713 -1.409 0.450
```

For the gap between HOMO and LUMO, the calculation gives 6.94 eV. The largest force on an atom is 3.41 eV Å⁻¹. As for the net charge: +1.



Entry 2:
# C48H47F2N5O3PSTc

A molecular structure, C48H47F2N5O3PSTc (ωB97M-V with the def2-TZVPD basis set, the OMol25 dataset).

The geometry in XYZ format:
```
108
Properties=species:S:1:pos:R:3:mulliken_charge:R:1
H -5.225 2.201 -2.799 0.290
C 5.393 2.089 -2.120 -0.671
H 4.064 0.075 0.247 -0.185
H -4.305 1.608 0.652 0.051
H 2.001 4.077 2.403 0.704
H -5.145 -0.735 0.344 0.473
C -0.560 -0.711 -6.321 -0.764
H -5.521 2.194 -0.500 0.242
H 0.504 -5.221 4.709 0.448
H 5.572 3.068 -1.659 0.271
O -0.285 -0.370 -1.616 1.780
H -2.416 1.810 -1.275 0.282
C 1.581 -0.647 -5.220 -0.711
C 0.237 -2.854 2.302 0.122
C 1.251 2.443 -2.969 -1.071
C 0.828 -0.722 -6.387 -0.697
H 2.946 -3.189 2.276 0.480
C -0.810 -0.602 2.369 1.232
H 5.681 2.875 -4.102 0.383
C 3.596 2.903 -3.572 -0.689
C 4.618 -3.156 0.932 -0.813
C 2.932 2.328 3.215 -1.013
S -2.596 -0.714 0.226 -0.455
H 3.592 2.888 3.867 0.430
H -5.283 1.530 -4.430 0.413
N -4.438 -0.155 -1.550 0.273
H -6.356 -0.166 -0.780 0.470
Tc -0.288 -0.078 0.392 -1.368
C -1.917 -4.997 -1.474 -0.800
C 4.777 0.823 -0.084 -0.558
H -3.733 1.651 -3.581 0.170
C 0.167 2.864 0.682 -0.196
C 4.137 -2.530 -1.340 -0.464
C -0.416 -1.880 3.042 -0.528
H 0.640 1.803 -2.342 -0.241
N 2.657 2.117 -2.782 0.779
N 4.379 1.349 -1.379 0.417
C 2.037 3.001 2.403 -0.597
C 2.801 -2.354 -1.009 -0.685
C 3.039 1.417 -1.667 -0.540
C 0.944 -0.571 -3.991 0.799
H 1.516 -0.464 -3.078 -0.819
H 0.974 2.292 -4.014 0.453
H -2.279 -0.626 -5.026 0.474
H 2.070 -0.788 2.339 0.224
H 0.794 -7.019 -1.351 0.438
H 1.324 -0.782 -7.350 0.411
F -2.779 4.272 -1.792 -0.372
C 0.251 -4.276 4.241 -0.738
O 2.216 0.845 -0.942 0.485
H -1.146 -0.761 -7.230 0.459
C 2.357 -2.597 0.292 0.387
C 0.035 4.217 0.403 1.002
H -1.023 5.786 -0.614 0.533
O -1.377 0.300 2.912 -0.642
C 4.962 2.262 -3.557 -0.592
H 6.325 1.530 -2.059 0.366
C -0.944 4.724 -0.424 -1.196
H -6.066 -0.189 -2.830 0.483
C 0.557 -4.068 2.904 -0.474
H -0.633 -3.458 6.024 0.430
H 3.204 2.964 -4.586 0.349
C 2.970 0.943 3.197 -1.004
C 3.275 -2.989 1.262 -0.574
C -5.006 0.039 -2.906 -0.571
C 5.047 -2.935 -0.368 -0.827
F 0.897 5.112 0.927 -0.369
H 6.090 -3.078 -0.625 0.406
C -0.080 -3.893 -0.361 0.758
H -1.247 -1.303 4.927 0.559
C -1.199 -0.638 -5.091 -0.377
C -3.134 -0.394 -1.405 -0.219
C 0.708 -5.029 -0.562 -0.606
C -5.356 0.028 -0.399 -0.889
H 5.760 0.361 -0.177 0.405
C -0.449 -0.577 -3.921 0.572
C 2.079 0.290 2.380 -0.670
H 4.910 1.283 -4.042 0.211
H -2.939 -4.977 -1.836 0.457
H -4.551 -0.693 -3.565 0.350
H 2.089 -2.050 -1.767 0.383
H 3.655 3.928 -3.187 0.271
H -1.548 -6.997 -2.160 0.399
C -1.710 2.451 -0.768 0.748
C -1.809 3.813 -0.987 0.067
H -6.026 1.483 1.037 0.422
H 2.665 -0.640 -5.272 0.522
C -1.392 -3.884 -0.830 -0.351
H 4.469 -2.353 -2.357 0.492
C -1.138 -6.128 -1.656 -0.647
H 1.743 -5.048 -0.238 0.487
H 5.325 -3.472 1.692 0.452
H 1.031 -4.857 2.330 0.541
C -4.797 1.442 -3.455 -0.984
C 0.176 -6.142 -1.201 -0.826
H -2.007 -3.009 -0.684 0.067
N -2.420 -0.448 -2.540 0.048
C -0.715 1.956 0.065 0.197
H 3.658 0.375 3.807 0.554
C 1.173 2.284 1.583 0.197
H 4.835 1.615 0.672 0.184
P 0.557 -2.442 0.554 2.637
H 1.057 3.489 -2.706 0.479
C -0.389 -3.284 4.982 -0.741
C -5.293 1.415 0.230 -0.662
N 1.198 0.928 1.597 0.992
C -0.730 -2.084 4.381 -0.771
C -1.106 -0.478 -2.585 -0.894
```

The spin multiplicity is 2. For the gap between HOMO and LUMO (spin up / spin down), the calculation gives 6.70 / 6.87 eV. The largest force on an atom is 0.88 eV Å⁻¹. As for the net charge: +1.



Entry 3:
# C48H48FGe2NO2RuS2

A molecular structure, C48H48FGe2NO2RuS2 (ωB97M-V with the def2-TZVPD basis set, the OMol25 dataset).

The geometry in XYZ format:
```
105
Properties=species:S:1:pos:R:3:mulliken_charge:R:1
H 3.283 4.729 1.149 0.543
H -5.068 1.009 1.848 0.337
H 1.871 -0.610 -3.042 0.147
O 1.104 -4.101 1.015 -0.603
C -1.923 -3.558 -2.861 -0.941
H 1.834 0.314 2.337 0.508
H -5.088 -2.137 3.086 0.490
H 0.109 -0.263 4.958 0.514
H 2.652 -0.096 -5.306 0.474
C -0.507 -1.961 -1.640 0.483
H -1.842 -0.784 -4.165 0.213
C -2.441 1.320 -2.263 0.382
C -0.303 -1.214 2.272 -0.083
C -3.295 -1.019 2.634 -0.337
H 3.949 -3.151 -1.277 0.536
H -0.255 2.622 -3.683 0.307
H -2.233 3.116 0.624 0.174
C -4.099 0.603 -0.629 -0.605
H -2.920 -3.847 -3.181 0.397
Ru -0.790 -0.386 -0.388 1.158
H -5.185 2.698 1.342 0.489
C 1.910 1.427 -2.346 0.786
C 5.168 -0.317 0.522 -0.671
C -3.696 1.592 0.272 1.172
C 2.977 -3.361 -1.715 -0.874
C -2.469 0.025 3.038 0.620
C -1.265 2.625 -4.102 -1.863
H 2.100 3.549 -2.023 0.024
C 2.649 3.036 -4.022 -0.810
H 3.130 2.248 -5.963 0.356
C -3.927 0.495 4.892 -0.771
C -2.596 2.361 -0.071 -0.895
H -0.395 -0.062 -3.484 -0.089
F -5.831 -0.831 5.179 -0.360
H -4.199 1.063 5.774 0.454
H -0.815 0.253 -5.170 0.576
H -1.787 3.521 -3.752 0.410
H 0.712 4.395 2.721 0.571
C -1.956 2.214 -1.305 -0.256
C -3.487 0.474 -1.867 -0.082
H -3.886 -0.233 -2.587 0.407
H -2.960 1.345 -4.294 0.568
C 3.864 -0.324 2.536 -1.075
C 0.778 -3.543 5.613 -0.678
C 4.062 0.131 -0.199 -0.456
H 0.827 5.685 0.064 0.576
C 2.086 0.417 -3.301 -0.173
H 4.159 0.295 -1.267 0.307
C 0.266 -3.214 3.335 0.340
C -2.020 1.351 -3.733 0.250
C 2.205 2.738 -2.736 -0.658
N -0.310 -1.907 1.228 -0.017
H 2.039 -1.726 -0.739 -0.381
C -4.434 -1.320 3.367 -0.940
C 0.703 3.345 2.406 -1.285
H 3.657 -5.102 -2.820 0.363
O -1.324 -4.174 1.496 -0.669
C 5.073 -0.548 1.890 -0.750
H -0.689 4.771 -0.022 0.310
C 2.529 0.707 -4.587 -0.640
H -4.935 -0.043 -0.375 0.375
C -0.844 -4.287 -3.249 -1.103
C -2.779 0.777 4.166 -0.653
H 0.739 -1.781 6.833 0.461
H -1.167 2.692 -5.188 0.491
Ge 1.320 3.251 0.531 1.376
C 0.247 -1.326 4.795 -0.596
H 3.780 3.018 1.171 0.322
S -0.048 -3.554 1.631 1.044
H 0.427 4.770 -1.401 0.357
H -2.125 1.587 4.470 0.480
C 2.803 2.019 -4.954 -0.740
H -0.959 -5.158 -3.886 0.360
H -0.307 2.958 2.533 0.229
C -1.223 0.115 -4.164 -1.129
C 2.834 0.357 0.427 -0.210
C 0.609 -4.087 4.343 -0.781
C 3.208 3.772 0.622 -1.261
H -3.054 -1.605 1.755 0.318
H 3.648 3.881 -0.373 0.318
H -1.149 2.892 -1.554 0.242
H 1.436 -5.597 -3.755 0.398
C 1.578 -4.741 -3.101 -0.785
H 5.933 -0.900 2.447 0.368
H 0.748 -5.145 4.152 0.529
H 6.109 -0.489 0.011 0.428
C 0.076 -1.870 3.544 0.131
H 3.779 -0.494 3.606 0.405
C 0.623 -2.792 -1.955 0.864
C 1.914 -2.557 -1.419 0.785
C 2.810 -4.464 -2.583 -1.091
C 0.367 4.765 -0.310 -1.382
H -3.842 2.183 2.355 0.226
Ge 1.197 1.008 -0.535 0.963
C 0.601 -2.181 5.835 -0.955
H -2.636 -1.846 -1.779 0.298
C 0.451 -3.937 -2.787 0.892
C -4.487 1.878 1.528 -1.438
C 2.767 0.125 1.807 -0.024
S -0.973 0.417 2.130 0.286
C -4.727 -0.551 4.476 0.360
C -1.747 -2.404 -2.058 -0.609
H 1.378 2.783 3.061 0.342
H 2.867 4.062 -4.295 0.400
H 1.055 -4.188 6.438 0.430
```

For the gap between HOMO and LUMO (spin up / spin down), the calculation gives 5.64 / 5.63 eV. Its relative energy (zero: lowest compared OMol25 entry of this formula, charge and spin) is 75.4 kJ/mol. The largest force on an atom is 1.96 eV Å⁻¹.



Entry 4:
# C48H48GaNP3S3

A molecular structure, C48H48GaNP3S3 (ωB97M-V with the def2-TZVPD basis set, the OMol25 dataset).

The geometry in XYZ format:
```
104
Properties=species:S:1:pos:R:3:mulliken_charge:R:1
H 9.097 16.511 7.901 0.560
H 13.733 14.713 8.083 0.186
P 15.676 14.637 11.079 1.053
H 17.882 10.475 9.496 0.427
H 7.809 12.226 13.892 0.459
H 14.544 12.259 9.819 -0.676
H 11.639 20.888 12.689 0.411
H 16.640 11.676 11.177 0.435
C 13.812 9.862 12.480 -0.860
C 16.655 13.574 10.090 0.394
S 13.946 15.433 14.210 0.760
C 17.082 14.057 8.831 -0.500
C 8.656 13.603 10.899 -0.969
C 10.791 16.056 9.224 -0.209
C 16.387 16.947 12.331 0.455
C 13.054 19.805 11.396 -0.703
H 12.363 14.593 5.953 0.491
C 10.059 16.043 8.034 -0.962
C 10.081 13.556 11.065 -0.008
H 10.210 15.620 5.913 0.406
H 10.398 16.500 10.108 0.614
C 9.698 12.101 13.058 -1.131
H 10.547 18.850 13.512 0.447
C 12.579 13.811 16.258 -1.122
C 12.628 10.892 7.307 -0.892
C 11.945 19.936 12.275 -0.726
C 10.516 12.642 12.051 0.862
C 7.813 13.018 11.815 -0.997
H 11.707 14.906 14.716 0.313
C 11.686 8.309 13.325 -1.093
H 15.355 12.417 16.379 0.417
H 18.571 14.455 11.517 0.469
C 11.310 11.273 9.339 -0.302
C 12.993 7.802 13.307 -0.772
C 16.882 15.727 11.843 -0.398
C 11.477 9.630 12.944 -0.668
H 14.640 10.555 12.324 0.601
S 15.767 12.616 14.029 0.335
C 19.037 16.305 12.579 -0.718
C 18.515 17.413 13.266 -0.754
C 18.099 12.051 8.167 -0.527
H 16.819 15.099 8.619 0.317
C 8.344 12.419 12.960 -1.026
H 14.203 18.562 10.128 0.274
H 13.414 13.640 16.871 0.704
H 10.351 11.184 9.907 0.307
H 10.466 9.915 12.860 0.855
P 12.280 12.026 11.775 1.100
H 16.769 14.644 13.778 -0.864
C 12.428 11.737 9.971 0.449
H 18.185 13.919 6.998 0.473
Ga 13.711 13.840 12.507 -0.199
H 14.650 11.473 7.412 0.516
C 12.537 15.069 15.431 -0.906
C 16.928 12.236 10.329 -0.212
C 13.747 11.415 7.987 -0.267
C 17.219 17.797 13.078 -0.752
H 10.064 11.437 13.808 0.637
H 10.901 7.710 13.668 0.586
H 14.966 14.506 16.198 0.557
H 14.983 8.163 12.852 0.564
C 12.107 15.553 9.249 0.291
P 13.043 15.717 10.734 -0.560
H 8.223 14.301 10.133 0.391
C 11.357 18.817 12.786 -0.801
H 15.009 16.251 9.502 0.598
C 11.725 17.535 12.258 0.072
C 15.312 15.047 15.332 -1.312
C 13.873 11.227 15.526 -0.582
C 16.351 14.172 14.672 0.034
H 10.757 13.923 10.303 0.499
H 15.742 15.971 15.598 0.770
H 11.681 13.807 16.944 0.548
C 11.948 15.026 6.871 -1.064
H 11.235 16.613 12.689 0.339
H 19.119 18.055 13.855 0.517
H 13.102 6.754 13.400 0.489
H 13.541 20.699 11.048 0.505
H 15.945 10.804 15.822 0.551
H 18.802 11.513 7.516 0.434
C 12.685 15.129 8.098 0.048
H 15.357 17.342 12.035 -0.192
S 12.529 12.322 15.105 0.653
C 18.242 15.441 11.896 -0.343
H 20.054 16.052 12.634 0.492
C 17.729 13.348 7.797 -0.969
C 13.372 18.556 10.868 -0.720
C 11.428 10.740 8.036 -0.804
C 12.787 17.387 11.400 1.165
H 16.962 18.715 13.556 0.527
C 12.494 10.414 12.491 1.393
H 13.757 10.313 14.887 -0.094
C 13.649 11.891 9.298 0.776
C 10.688 15.548 6.898 -0.533
C 14.021 8.593 12.892 -0.781
H 6.771 13.174 11.851 0.482
H 13.571 10.807 16.468 0.795
C 17.681 11.529 9.351 -0.666
C 15.307 11.697 15.579 -1.038
H 12.697 10.525 6.279 0.482
N 14.644 15.572 10.171 0.191
H 17.116 14.120 15.389 1.120
H 12.411 16.061 15.966 0.625
H 10.498 10.298 7.638 0.455
```

For the gap between HOMO and LUMO, the calculation gives 7.97 eV. Its relative energy (zero: lowest compared OMol25 entry of this formula, charge and spin) is 61.0 kJ/mol. The largest force on an atom is 3.87 eV Å⁻¹. As for the net charge: +3.



Number 1: calculated total energy -95144.3941 eV. Number 2: calculated total energy -91887.0486 eV. Number 3: calculated total energy -196139.9557 eV. Number 4: calculated total energy -164769.2737 eV.